Entry 1:
C27H21F3NPV as an isolated structure in a non-equilibrium geometry. Source: the Open Molecules 2025 dataset; level of theory: ωB97M-V/def2-TZVPD.

CARTESIAN COORDINATES (ANGSTROEM)
V1 -0.03 -0.16 -0.07
N1 -0.16 0.02 2.07
C1 -0.41 -1.19 2.81
C2 -0.37 -1.21 4.20
C3 -0.61 -2.39 4.89
C4 -0.88 -3.56 4.19
C5 -0.91 -3.55 2.81
C6 -0.69 -2.36 2.11
P1 -0.67 -2.29 0.29
C7 0.33 -3.77 -0.11
C8 1.71 -3.67 0.09
C9 2.54 -4.74 -0.18
C10 2.00 -5.92 -0.69
C11 0.64 -6.03 -0.90
C12 -0.20 -4.96 -0.61
C13 -2.35 -2.76 -0.22
C14 -3.41 -2.93 0.66
C15 -4.68 -3.20 0.17
C16 -4.90 -3.29 -1.20
C17 -3.85 -3.09 -2.08
C18 -2.59 -2.82 -1.60
H1 0.62 0.53 2.48
H2 -0.98 0.63 2.10
H3 -0.14 -0.30 4.75
H4 -0.59 -2.39 5.97
H5 -1.05 -4.48 4.73
H6 -1.09 -4.46 2.26
H7 2.12 -2.74 0.47
H8 3.60 -4.66 -0.01
H9 2.65 -6.75 -0.92
H10 0.22 -6.94 -1.29
H11 -1.27 -5.06 -0.76
H12 -3.25 -2.85 1.72
H13 -5.51 -3.33 0.86
H14 -5.89 -3.51 -1.57
H15 -4.02 -3.15 -3.15
H16 -1.76 -2.64 -2.28
C19 -1.91 0.51 -0.19
C20 -3.05 0.95 -0.19
C21 -4.41 1.40 -0.20
C22 -5.41 0.61 -0.78
C23 -6.73 1.04 -0.78
C24 -7.08 2.25 -0.20
C25 -6.09 3.04 0.38
C26 -4.77 2.62 0.38
H17 -5.14 -0.33 -1.24
H18 -7.49 0.42 -1.24
H19 -8.11 2.58 -0.20
H20 -6.35 3.99 0.83
H21 -4.01 3.24 0.83
F1 2.73 0.01 0.97
C27 1.90 0.01 -0.13
F2 1.61 1.41 -0.31
F3 2.71 -0.29 -1.18

As for the largest force on an atom: 2.98 eV Å⁻¹. The highest occupied orbital energy (spin up / spin down) is -7.225 / -8.082 eV. For the HOMO-LUMO gap (spin up / spin down), the calculation gives 7.7 / 8.3 eV. Its spin multiplicity is 4.


Entry 2:
A 5-piece molecular cluster, C27H21F41O7 overall in a non-equilibrium geometry. Source: the Open Molecules 2025 dataset; level of theory: ωB97M-V/def2-TZVPD.

CARTESIAN COORDINATES (ANGSTROEM)
C1 2.66 3.84 -1.49
C2 1.91 2.48 -1.96
O1 1.45 1.67 -0.83
C3 0.27 0.96 -1.12
O2 -0.64 0.99 -0.26
O3 0.03 0.18 -2.30
C4 0.50 -1.19 -2.11
F1 0.66 -1.53 -0.75
F2 -0.53 -2.00 -2.67
C5 1.83 -1.41 -3.00
F3 1.67 -2.44 -3.99
F4 1.98 -0.20 -3.77
C6 3.18 -1.55 -2.15
F5 4.27 -1.44 -3.09
F6 3.38 -0.51 -1.21
C7 3.35 -2.94 -1.36
F7 4.63 -3.52 -1.61
F8 3.30 -2.68 0.04
F9 2.36 -3.90 -1.63
H1 2.00 4.49 -0.81
H2 2.96 4.41 -2.45
H3 3.67 3.60 -0.97
H4 1.03 2.78 -2.62
H5 2.72 1.88 -2.53
C8 7.76 -1.42 -0.30
C9 6.97 -0.23 0.28
C10 6.62 0.89 -0.71
F10 7.71 1.47 -1.24
F11 5.93 1.88 -0.08
F12 7.63 0.26 1.35
F13 5.79 -0.73 0.76
O4 9.18 -1.42 -0.11
C11 9.96 -0.70 -1.04
C12 10.69 0.49 -0.39
F14 9.83 1.35 0.19
F15 11.38 1.19 -1.32
F16 9.19 -0.34 -2.09
F17 10.87 -1.57 -1.52
H6 7.42 -2.30 0.25
H7 7.49 -1.63 -1.34
H8 5.99 0.51 -1.52
H9 11.39 0.14 0.37
C13 1.34 -6.85 -5.38
C14 2.64 -6.01 -5.37
C15 2.53 -4.61 -5.98
F18 2.18 -4.63 -7.28
F19 3.73 -3.97 -5.92
F20 3.63 -6.72 -5.96
F21 3.00 -5.86 -4.06
O5 1.19 -7.81 -6.44
C16 0.67 -7.34 -7.67
C17 1.69 -7.45 -8.81
F22 2.82 -6.76 -8.55
F23 1.17 -6.93 -9.96
F24 0.19 -6.09 -7.51
F25 -0.40 -8.12 -7.94
H10 1.38 -7.46 -4.48
H11 0.45 -6.24 -5.26
H12 1.80 -4.00 -5.43
H13 1.96 -8.49 -8.99
C18 -3.38 2.77 1.23
C19 -3.20 4.18 1.83
C20 -3.17 4.26 3.36
F26 -4.30 3.82 3.93
F27 -3.02 5.55 3.76
F28 -4.16 5.00 1.33
F29 -2.01 4.66 1.37
O6 -4.71 2.40 0.84
C21 -5.56 1.88 1.84
C22 -6.77 2.78 2.11
F30 -6.40 4.02 2.48
F31 -7.53 2.28 3.11
F32 -4.84 1.61 2.95
F33 -5.99 0.68 1.38
H14 -2.82 2.77 0.29
H15 -2.90 2.00 1.83
H16 -2.33 3.68 3.76
H17 -7.40 2.87 1.22
C23 -7.32 2.84 6.63
C24 -7.18 4.25 7.25
C25 -7.20 4.30 8.78
F34 -8.35 3.85 9.31
F35 -7.07 5.59 9.21
F36 -8.12 5.07 6.72
F37 -5.97 4.74 6.84
O7 -8.64 2.47 6.19
C26 -9.50 1.94 7.17
C27 -10.72 2.83 7.44
F38 -10.36 4.07 7.83
F39 -11.48 2.32 8.43
F40 -8.79 1.67 8.29
F41 -9.92 0.74 6.70
H18 -6.73 2.86 5.71
H19 -6.86 2.06 7.24
H20 -6.37 3.73 9.21
H21 -11.33 2.93 6.54

As for the largest force on an atom: 5.88 eV Å⁻¹. The highest occupied orbital energy is -11.610 eV. For the HOMO-LUMO gap, the calculation gives 11.5 eV.


Entry 3:
C27H21InN10O3Se as an isolated structure. Source: the Open Molecules 2025 dataset; level of theory: ωB97M-V/def2-TZVPD.

CARTESIAN COORDINATES (ANGSTROEM)
In1 0.12 0.24 0.78
Se1 -2.65 7.33 -1.10
N1 -1.11 6.78 -0.41
C1 -1.14 5.47 -0.40
C2 -0.05 4.64 0.11
C3 1.13 5.17 0.63
C4 2.11 4.32 1.09
C5 1.88 2.95 1.02
N2 0.77 2.43 0.51
C6 -0.19 3.25 0.07
C7 -1.40 2.62 -0.47
N3 -1.44 1.28 -0.50
C8 -2.52 0.68 -1.00
C9 -3.60 1.39 -1.51
C10 -3.57 2.76 -1.49
C11 -2.45 3.40 -0.96
C12 -2.32 4.86 -0.92
N4 -3.25 5.67 -1.35
H1 1.25 6.25 0.67
H2 3.03 4.69 1.52
H3 2.60 2.25 1.42
H4 -2.51 -0.39 -1.01
H5 -4.44 0.85 -1.92
H6 -4.38 3.36 -1.87
N5 2.17 0.04 -0.43
C13 2.55 -1.34 -0.37
C14 3.83 -1.79 -0.24
C15 4.09 -3.18 -0.25
C16 3.08 -4.08 -0.42
C17 1.74 -3.63 -0.55
C18 0.65 -4.49 -0.76
C19 -0.61 -3.96 -0.87
C20 -0.78 -2.58 -0.70
N6 0.21 -1.74 -0.50
C21 1.48 -2.25 -0.48
H7 1.92 0.27 -1.39
H8 2.93 0.65 -0.17
H9 4.65 -1.09 -0.17
H10 5.11 -3.52 -0.16
H11 3.29 -5.14 -0.47
H12 0.81 -5.55 -0.84
H13 -1.47 -4.58 -1.05
H14 -1.78 -2.17 -0.67
N7 2.32 -0.99 4.18
C22 1.45 -0.21 3.55
O1 1.66 0.07 2.32
C23 0.32 0.33 4.24
C24 -0.32 -0.28 5.33
N8 -0.97 -0.80 6.13
C25 -0.45 1.16 3.42
N9 -0.95 1.75 2.55
H15 3.05 -1.43 3.65
H16 2.25 -1.17 5.17
N10 -2.92 -1.49 4.00
C26 -2.05 -2.53 3.36
C27 -1.16 -1.87 2.32
O2 -0.04 -2.33 2.16
O3 -1.68 -0.88 1.69
H17 -2.50 -1.21 4.90
H18 -3.87 -1.82 4.17
H19 -2.95 -0.67 3.36
H20 -2.68 -3.29 2.90
H21 -1.45 -2.98 4.15

The net charge is +2. As for the largest force on an atom: 0.68 eV Å⁻¹. The highest occupied orbital energy is -13.870 eV. For the HOMO-LUMO gap, the calculation gives 8.1 eV.


Entry 4:
C27H21IrN6O5S3 as an isolated structure in a non-equilibrium geometry. Source: the Open Molecules 2025 dataset; level of theory: ωB97M-V/def2-TZVPD.

CARTESIAN COORDINATES (ANGSTROEM)
Ir1 -0.18 -0.51 -0.74
O1 -0.94 -2.00 0.36
N1 -0.92 -3.19 -0.16
N2 -0.49 -3.22 -1.34
O2 -0.14 -2.12 -1.96
C1 -0.35 -4.48 -2.04
C2 -0.58 -5.67 -1.37
C3 -0.40 -6.85 -2.06
C4 0.00 -6.84 -3.39
C5 0.22 -5.63 -4.04
C6 0.05 -4.44 -3.37
H1 -0.89 -5.67 -0.33
H2 -0.57 -7.80 -1.56
H3 0.15 -7.77 -3.92
H4 0.53 -5.62 -5.08
H5 0.21 -3.48 -3.85
O3 0.94 0.41 -2.23
C7 -0.05 1.03 -2.74
O4 -1.19 0.70 -2.28
C8 0.12 2.11 -3.73
C9 0.91 1.91 -4.85
C10 1.10 2.96 -5.74
C11 0.53 4.20 -5.48
C12 -0.26 4.39 -4.35
C13 -0.48 3.34 -3.47
H6 1.36 0.94 -5.04
H7 1.69 2.82 -6.63
H8 0.70 5.03 -6.15
H9 -0.71 5.35 -4.15
H10 -1.11 3.46 -2.60
S1 -0.02 0.75 5.94
C14 -0.52 1.04 4.42
S2 0.44 0.72 3.00
C15 -0.86 1.26 1.99
N3 -1.91 1.65 2.65
N4 -1.73 1.55 3.98
C16 -2.85 1.91 4.80
C17 -4.12 1.55 4.37
C18 -5.22 1.89 5.14
C19 -5.05 2.59 6.32
C20 -3.78 2.97 6.73
C21 -2.67 2.64 5.97
S3 -0.81 1.46 0.26
H11 -4.23 1.01 3.44
H12 -6.21 1.59 4.81
H13 -5.91 2.85 6.93
H14 -3.64 3.54 7.64
H15 -1.68 2.96 6.27
N5 3.85 2.81 0.90
C22 4.42 1.61 1.15
O5 5.51 1.47 1.67
C23 3.62 0.39 0.77
C24 4.28 -0.83 0.72
C25 3.57 -1.98 0.41
C26 2.22 -1.87 0.14
N6 1.58 -0.69 0.19
C27 2.27 0.42 0.51
H16 4.40 3.63 1.10
H17 3.05 2.93 0.31
H18 5.34 -0.85 0.94
H19 4.05 -2.94 0.37
H20 1.63 -2.74 -0.10
H21 1.69 1.33 0.55

The net charge is +1. As for the largest force on an atom: 2.74 eV Å⁻¹. The highest occupied orbital energy (spin up / spin down) is -11.266 / -10.830 eV. For the HOMO-LUMO gap (spin up / spin down), the calculation gives 8.1 / 4.4 eV. Its spin multiplicity is 2.


Entry 5:
C27H22BBr2IrN5OPSe2 as an isolated structure. Source: the Open Molecules 2025 dataset; level of theory: ωB97M-V/def2-TZVPD.

CARTESIAN COORDINATES (ANGSTROEM)
Ir1 0.67 0.26 0.11
Br1 -3.67 2.99 -0.54
C1 -2.16 3.28 0.54
C2 -2.11 4.46 1.31
C3 -1.06 4.72 2.14
Br2 -1.06 6.30 3.16
C4 0.01 3.81 2.23
C5 1.14 3.94 3.08
C6 2.10 2.97 3.10
C7 1.99 1.87 2.25
N1 0.96 1.74 1.43
C8 -0.05 2.66 1.43
C9 -1.15 2.35 0.58
O1 -1.15 1.20 -0.08
H1 -2.93 5.16 1.24
H2 1.22 4.81 3.72
H3 2.96 3.05 3.75
H4 2.74 1.09 2.22
Se1 -0.26 -1.21 1.88
P1 -2.00 -1.61 0.62
Se2 -3.63 -0.11 0.75
C10 -2.73 -3.20 1.01
C11 -3.71 -3.31 2.00
C12 -4.22 -4.55 2.31
C13 -3.76 -5.68 1.65
C14 -2.79 -5.57 0.66
C15 -2.27 -4.33 0.34
C16 -1.46 -1.61 -1.12
C17 -2.41 -1.72 -2.13
C18 -2.01 -1.62 -3.45
C19 -0.68 -1.40 -3.79
C20 0.27 -1.29 -2.79
C21 -0.13 -1.39 -1.46
H5 -4.06 -2.43 2.52
H6 -4.98 -4.64 3.08
H7 -4.17 -6.65 1.90
H8 -2.44 -6.45 0.14
H9 -1.51 -4.24 -0.43
H10 -3.45 -1.87 -1.88
H11 -2.76 -1.72 -4.24
H12 -0.39 -1.31 -4.83
H13 1.31 -1.12 -3.03
H14 0.68 -1.58 -0.72
B1 3.71 1.59 -0.68
N2 3.66 0.09 -0.23
C22 4.71 -0.72 -0.11
C23 4.30 -1.92 0.44
C24 2.94 -1.77 0.63
N3 2.56 -0.55 0.23
N4 2.55 1.86 -1.67
C25 2.58 2.64 -2.76
C26 1.29 2.75 -3.27
C27 0.51 1.98 -2.41
N5 1.29 1.45 -1.46
H15 3.59 2.31 0.28
H16 4.75 1.76 -1.25
H17 5.68 -0.38 -0.42
H18 4.90 -2.79 0.66
H19 2.21 -2.46 1.03
H20 3.51 3.06 -3.10
H21 0.97 3.29 -4.14
H22 -0.55 1.77 -2.43

The net charge is +1. As for the largest force on an atom: 0.34 eV Å⁻¹. The highest occupied orbital energy (spin up / spin down) is -10.600 / -10.596 eV. For the HOMO-LUMO gap (spin up / spin down), the calculation gives 7.3 / 5.5 eV. Its spin multiplicity is 2.


Entry 6:
A 6-piece molecular cluster, C27H22BF4O17 overall in a non-equilibrium geometry. Source: the Open Molecules 2025 dataset; level of theory: ωB97M-V/def2-TZVPD.

CARTESIAN COORDINATES (ANGSTROEM)
B1 1.02 0.02 0.42
F1 0.96 -1.28 0.60
F2 0.28 0.31 -0.77
F3 0.24 0.68 1.39
F4 2.23 0.62 0.36
C1 5.19 -4.03 2.47
C2 4.09 -3.67 1.38
C3 4.46 -3.50 -0.02
O1 3.72 -3.12 -0.86
C4 5.84 -3.92 -0.34
C5 6.87 -4.18 0.65
C6 6.58 -4.39 2.05
O2 7.50 -4.80 2.83
O3 8.30 -4.11 0.62
O4 2.98 -3.18 1.79
H1 4.93 -4.06 3.54
H2 6.16 -3.84 -1.45
H3 8.46 -4.40 1.38
H4 2.47 -2.87 1.01
C7 -5.33 2.05 -0.07
C8 -5.27 1.30 1.23
C9 -4.07 0.63 1.63
O5 -3.88 0.11 2.80
C10 -3.03 0.59 0.68
C11 -3.13 1.32 -0.72
C12 -4.27 2.08 -1.00
O6 -4.50 2.78 -2.05
O7 -2.13 1.18 -1.64
O8 -6.35 1.31 2.11
H5 -6.34 2.44 -0.18
H6 -2.12 -0.14 0.82
H7 -1.21 0.84 -1.54
H8 -6.32 1.08 3.04
C13 -2.98 6.74 1.97
C14 -2.51 6.83 0.50
C15 -1.62 5.88 -0.03
O9 -1.24 6.04 -1.21
C16 -1.09 4.80 0.84
C17 -1.54 4.75 2.29
C18 -2.48 5.78 2.80
O10 -2.75 5.72 4.09
O11 -1.08 3.69 3.03
O12 -2.88 7.97 -0.30
H9 -3.79 7.58 2.34
H10 -0.50 4.12 0.60
H11 -0.48 2.97 2.69
H12 -2.50 7.85 -1.09
C19 -2.68 -5.97 -0.13
C20 -2.88 -5.60 -1.71
C21 -2.20 -4.41 -2.14
O13 -2.19 -4.02 -3.30
C22 -1.43 -3.65 -1.14
C23 -1.33 -4.08 0.39
C24 -1.92 -5.32 0.84
O14 -1.65 -5.81 1.88
O15 -0.63 -3.33 1.31
O16 -3.70 -6.20 -2.62
H13 -3.09 -6.84 0.15
H14 -1.01 -2.70 -1.61
H15 -0.37 -2.57 0.83
H16 -3.68 -5.49 -3.37
C25 3.19 0.85 -3.14
C26 3.76 2.32 -3.35
O17 4.73 2.57 -3.91
C27 2.97 3.39 -2.75
H17 3.84 0.19 -3.63
H18 2.13 0.76 -3.47
H19 3.11 0.49 -2.19
H20 2.53 4.06 -3.43
H21 3.49 3.82 -1.89
H22 2.12 3.00 -2.28

The net charge is -1. As for the largest force on an atom: 14.36 eV Å⁻¹. The highest occupied orbital energy is -6.747 eV. For the HOMO-LUMO gap, the calculation gives 6.0 eV.


Entry 7:
C27H22Cl2F10N5S2V as an isolated structure in a non-equilibrium geometry. Source: the Open Molecules 2025 dataset; level of theory: ωB97M-V/def2-TZVPD.

CARTESIAN COORDINATES (ANGSTROEM)
V1 0.56 0.88 -0.20
C1 -2.18 0.45 -1.42
N1 -1.41 1.46 -0.69
C2 -2.07 1.74 0.61
C3 -1.60 0.74 1.64
N2 -0.16 0.56 1.44
C4 0.58 0.29 2.59
C5 0.74 1.20 3.63
F1 0.13 2.39 3.53
C6 1.54 0.95 4.73
F2 1.69 1.88 5.68
C7 2.22 -0.25 4.83
F3 3.00 -0.49 5.87
C8 2.08 -1.19 3.82
F4 2.73 -2.35 3.91
C9 1.26 -0.93 2.74
F5 1.13 -1.86 1.80
C10 -1.30 2.71 -1.47
C11 -0.12 3.51 -0.93
N3 1.01 2.58 -0.94
C12 2.25 3.12 -1.21
C13 2.70 4.38 -0.78
F6 1.89 5.13 -0.02
C14 3.96 4.86 -1.04
F7 4.33 6.06 -0.58
C15 4.87 4.11 -1.76
F8 6.10 4.57 -1.99
C16 4.47 2.88 -2.26
F9 5.30 2.15 -3.00
C17 3.19 2.43 -2.01
F10 2.80 1.29 -2.59
H1 -3.21 0.80 -1.59
H2 -1.71 0.25 -2.38
H3 -2.20 -0.48 -0.85
H4 -1.77 2.73 0.95
H5 -3.16 1.73 0.49
H6 -1.84 1.09 2.64
H7 -2.09 -0.23 1.50
H8 -1.08 2.44 -2.50
H9 -2.23 3.28 -1.43
H10 0.06 4.37 -1.58
H11 -0.32 3.90 0.07
Cl1 2.80 0.36 0.41
C18 3.15 -1.15 -0.38
C19 4.39 -1.73 -0.18
C20 4.67 -2.94 -0.78
C21 3.71 -3.57 -1.56
C22 2.48 -2.97 -1.75
Cl2 1.31 -3.78 -2.73
C23 2.15 -1.73 -1.17
S1 0.58 -1.02 -1.40
H12 5.12 -1.23 0.44
H13 5.63 -3.41 -0.63
H14 3.90 -4.52 -2.02
C24 -5.40 -2.91 1.41
N4 -4.88 -3.20 0.10
C25 -5.76 -3.29 -1.06
C26 -4.78 -3.50 -2.22
N5 -3.53 -3.07 -1.63
C27 -3.59 -3.02 -0.27
S2 -2.29 -2.75 0.72
H15 -6.04 -3.72 1.75
H16 -5.96 -1.97 1.41
H17 -4.55 -2.82 2.09
H18 -6.35 -2.37 -1.17
H19 -6.46 -4.12 -0.94
H20 -5.03 -2.91 -3.09
H21 -4.74 -4.56 -2.51
H22 -2.64 -3.21 -2.08

As for the largest force on an atom: 1.79 eV Å⁻¹. The highest occupied orbital energy (spin up / spin down) is -7.625 / -7.750 eV. For the HOMO-LUMO gap (spin up / spin down), the calculation gives 7.9 / 8.0 eV. Its spin multiplicity is 3.